1) Entry from the Open Molecules 2025 dataset: 2 unconnected molecules or ions with the total composition C5H14N4O (wB97M-V/def2-TZVPD).

```
! RIJCOSX wB97M-V def2-TZVPD def2/J DEFGRID3
* xyz 0 1
H -0.437 2.401 1.350
N -0.676 1.880 0.512
C -0.746 0.622 0.715
C -0.632 -0.052 2.057
N -0.924 -0.209 -0.381
C -1.160 0.402 -1.675
C -1.506 -1.524 -0.214
H 0.161 -0.798 2.048
H -1.569 -0.540 2.325
H -0.378 0.686 2.815
H -0.635 -0.163 -2.449
H -2.228 0.430 -1.903
H -0.777 1.417 -1.657
H -1.471 -2.039 -1.174
H -2.550 -1.475 0.116
H -0.932 -2.101 0.509
H 1.765 -2.754 -0.477
N 1.586 -1.956 0.138
N 1.662 -0.913 -0.520
O 2.057 0.237 0.308
C 2.300 1.389 -0.465
H 2.487 1.115 -1.509
H 1.426 2.051 -0.411
H 3.178 1.895 -0.059
*
```

## Properties
Structure (SMILES)   [H]/N=C(\C)N(C)C.[H]/N=N/OC
Frontier orbital gap   9.1286 eV


2) Entry from the Open Molecules 2025 dataset: a molecular structure, C5H14N4O (wB97M-V/def2-TZVPD).

```
! RIJCOSX wB97M-V def2-TZVPD def2/J DEFGRID3
* xyz 0 1
C -1.369 0.822 -0.313
C -2.485 1.149 0.659
C 1.591 0.291 -1.791
N -0.656 -0.592 -0.050
C 0.706 -0.572 0.421
C 1.713 -0.158 -0.365
N -1.424 -1.597 0.621
N 0.847 -0.801 1.799
N 3.011 -0.062 0.246
O -1.745 0.531 -1.591
H -1.166 -0.544 -1.319
H -0.546 1.549 -0.240
H -1.840 -1.205 1.463
H -2.177 -1.853 -0.012
H 1.829 -0.886 2.037
H 0.349 -1.634 2.088
H 3.751 -0.275 -0.414
H 3.183 0.869 0.613
H -2.902 2.117 0.382
H -2.116 1.199 1.686
H -3.295 0.422 0.588
H 1.837 1.354 -1.883
H 2.305 -0.256 -2.414
H 0.600 0.132 -2.210
*
```

## Properties
Frontier orbital gap   8.8651 eV


Pick 2): it beats the second-best structure by 12.1 kcal/mol.


1) Entry from the Open Molecules 2025 dataset: a molecular structure, C16H36F3GaN5O6PSSe (wB97M-V/def2-TZVPD).

```
! RIJCOSX wB97M-V def2-TZVPD def2/J DEFGRID3
* xyz 2 1
Ga 0.192 0.861 0.484
N 1.728 1.099 2.096
C 3.060 1.533 1.638
C 3.336 0.888 0.285
N 2.160 0.972 -0.609
C 2.096 2.185 -1.438
C 1.651 3.379 -0.600
N 0.509 2.990 0.267
H 1.791 0.180 2.531
H 1.360 1.713 2.816
H 3.843 1.246 2.336
H 3.071 2.618 1.578
H 3.537 -0.167 0.444
H 4.217 1.338 -0.175
H 2.169 0.159 -1.217
H 1.369 1.997 -2.225
H 3.055 2.407 -1.910
H 1.379 4.198 -1.261
H 2.465 3.743 0.019
H -0.360 3.384 -0.075
H 0.611 3.358 1.207
F -4.403 0.854 0.796
C -3.518 1.617 1.401
F -2.931 2.408 0.471
F -4.098 2.386 2.296
S -2.223 0.554 2.207
O -2.629 0.342 3.552
O -2.099 -0.597 1.336
O -0.956 1.390 2.061
C -2.032 -0.544 -4.458
N -2.073 0.897 -4.170
C -2.580 1.853 -5.033
C -2.496 3.034 -4.400
N -1.939 2.787 -3.151
C -1.744 3.830 -2.154
C -1.688 1.479 -3.025
Se -0.995 0.357 -1.681
H -2.361 -0.693 -5.481
H -2.694 -1.077 -3.781
H -1.020 -0.920 -4.342
H -2.954 1.608 -6.012
H -2.780 4.023 -4.716
H -2.301 4.708 -2.465
H -0.691 4.100 -2.084
H -2.141 3.502 -1.198
C -1.297 -4.752 1.307
C -1.621 -3.368 0.805
O -0.393 -2.754 0.278
P 0.494 -1.580 0.782
O 0.829 -1.838 2.317
C -0.052 -1.921 3.482
C 0.810 -2.121 4.700
O 1.885 -1.837 0.079
C 2.614 -3.113 0.153
C 2.337 -3.965 -1.060
H -2.193 -5.192 1.750
H -0.516 -4.725 2.071
H -0.964 -5.398 0.495
H -2.049 -2.731 1.570
H -2.305 -3.399 -0.037
H -0.732 -2.759 3.342
H -0.642 -1.008 3.557
H 1.421 -3.018 4.598
H 0.171 -2.236 5.578
H 1.466 -1.265 4.871
H 2.349 -3.613 1.083
H 3.662 -2.827 0.198
H 1.285 -4.240 -1.123
H 2.931 -4.877 -0.983
H 2.623 -3.448 -1.976
*
```

## Properties
Frontier orbital gap   9.3080 eV


2) Entry from the Open Molecules 2025 dataset: a molecular structure, C16H36F3GaN5O6PSSe (wB97M-V/def2-TZVPD).

```
! RIJCOSX wB97M-V def2-TZVPD def2/J DEFGRID3
* xyz 2 1
Ga 0.809 0.042 -0.169
N 0.776 -0.126 -2.356
C -0.200 0.789 -2.975
C -1.436 0.858 -2.084
N -1.078 1.012 -0.655
C -0.982 2.398 -0.167
C 0.347 3.026 -0.576
N 1.448 2.060 -0.342
H 0.549 -1.097 -2.572
H 1.716 0.019 -2.715
H -0.495 0.459 -3.971
H 0.270 1.764 -3.093
H -1.986 -0.076 -2.173
H -2.094 1.666 -2.410
H -1.767 0.514 -0.099
H -1.049 2.355 0.920
H -1.810 3.009 -0.533
H 0.504 3.944 -0.011
H 0.345 3.308 -1.626
H 1.966 2.276 0.504
H 2.137 2.093 -1.088
F 5.022 -1.383 2.263
C 4.608 -0.553 1.327
F 3.912 0.444 1.912
F 5.634 -0.029 0.687
S 3.501 -1.445 0.145
O 4.344 -2.078 -0.809
O 2.609 -2.235 0.953
O 2.723 -0.300 -0.476
C -1.586 -0.002 4.942
N -0.712 1.144 4.703
C -0.563 2.210 5.567
C 0.344 3.040 5.019
N 0.745 2.468 3.824
C 1.749 3.043 2.944
C 0.096 1.309 3.641
Se 0.203 -0.041 2.328
H -2.142 0.184 5.856
H -0.991 -0.906 5.054
H -2.277 -0.122 4.111
H -1.111 2.276 6.490
H 0.747 3.975 5.365
H 2.297 3.802 3.493
H 1.272 3.519 2.086
H 2.445 2.268 2.635
C -0.264 -5.503 1.637
C 0.527 -4.225 1.721
O -0.279 -3.134 1.153
P -0.161 -2.218 -0.101
O 0.242 -3.058 -1.382
C 1.239 -4.122 -1.582
C 1.227 -4.482 -3.043
O -1.665 -1.840 -0.411
C -2.727 -2.857 -0.482
C -3.600 -2.769 0.742
H 0.326 -6.318 2.058
H -0.499 -5.758 0.601
H -1.195 -5.431 2.198
H 1.477 -4.274 1.205
H 0.714 -3.922 2.748
H 0.949 -4.967 -0.962
H 2.212 -3.760 -1.264
H 0.238 -4.816 -3.357
H 1.934 -5.293 -3.215
H 1.530 -3.637 -3.662
H -2.263 -3.836 -0.593
H -3.275 -2.630 -1.394
H -3.031 -2.984 1.645
H -4.407 -3.497 0.658
H -4.049 -1.779 0.829
*
```

## Properties
Frontier orbital gap   9.3364 eV


Pick 2): it beats the second-best structure by 9.8 kcal/mol.


1) Entry from the Open Molecules 2025 dataset: 2 unconnected molecules or ions with the total composition C3H8O3Si (wB97M-V/def2-TZVPD).

```
! RIJCOSX wB97M-V def2-TZVPD def2/J DEFGRID3
* xyz 0 1
O -1.160 2.143 0.611
Si 0.226 2.211 0.036
O 0.583 1.974 -1.517
O 1.586 2.478 0.858
H -0.070 1.376 -2.025
H 2.168 3.204 0.569
C -1.119 -0.930 -0.862
C -0.035 -1.512 -0.260
C 0.002 -1.948 1.122
H -2.110 -0.697 -0.541
H -0.945 -0.637 -1.857
H 0.852 -1.580 -0.800
H 0.484 -1.076 1.704
H 0.546 -2.960 1.319
H -1.009 -2.049 1.641
*
```

## Properties
Structure (SMILES)   O=[Si](O)O.C=CC
Frontier orbital gap   9.4889 eV


2) Entry from the Open Molecules 2025 dataset: 2 unconnected molecules or ions with the total composition C3H8O3Si (wB97M-V/def2-TZVPD).

```
! RIJCOSX wB97M-V def2-TZVPD def2/J DEFGRID3
* xyz 0 1
O -0.501 -1.669 -2.245
Si -0.216 -2.754 -1.221
O 1.193 -3.496 -0.968
O -1.200 -3.357 -0.014
H 1.594 -3.673 -0.118
H -2.045 -2.882 0.110
C 0.674 2.133 1.189
C 0.441 1.814 -0.305
C -0.711 2.055 0.644
H 1.099 1.162 1.762
H 0.923 3.073 1.412
H 0.637 2.697 -1.080
H 0.768 0.799 -0.607
H -1.250 2.918 0.647
H -1.407 1.181 0.793
*
```

## Properties
Structure (SMILES)   O=[Si](O)O.C1CC1
Frontier orbital gap   9.8838 eV


Pick 1): it beats the second-best structure by 14.3 kcal/mol.


1) Entry from the Open Molecules 2025 dataset: a gas-phase ion, C6H12NS (charge +1) (wB97M-V/def2-TZVPD).

```
! RIJCOSX wB97M-V def2-TZVPD def2/J DEFGRID3
* xyz 1 1
C 1.850 -1.875 0.409
C 1.248 -0.374 0.978
C -0.055 0.584 0.715
S -0.193 2.023 1.801
N -1.282 -0.296 0.788
C -0.912 0.488 -0.436
C -1.479 1.336 -1.552
C -0.730 0.073 -1.810
H 2.541 -2.272 1.197
H 0.987 -2.445 0.226
H 2.429 -1.705 -0.513
H 1.102 -0.438 2.094
H 2.165 0.295 0.894
H -0.091 3.025 0.964
H -1.018 -1.288 0.669
H -2.121 -0.088 1.346
H -0.968 2.242 -1.558
H -2.472 1.450 -1.891
H -1.295 -0.777 -2.095
H 0.294 0.043 -2.226
*
```

## Properties
Structure (SMILES)   CC[C@]1(S)[NH2+]C12CC2
Frontier orbital gap   10.8927 eV


2) Entry from the Open Molecules 2025 dataset: a gas-phase ion, C6H12NS (charge +1) (wB97M-V/def2-TZVPD).

```
! RIJCOSX wB97M-V def2-TZVPD def2/J DEFGRID3
* xyz 1 1
C -0.525 -1.839 0.883
C 0.329 -2.709 0.392
C 2.218 -0.765 -0.037
C 2.935 0.321 -0.800
C -1.887 1.160 -0.370
C -1.644 0.502 0.958
N -0.644 -0.551 0.595
S 1.593 -2.186 -0.686
H -1.354 -2.181 1.548
H 0.365 -3.678 0.769
H 2.001 -0.654 0.963
H 2.881 0.204 -1.834
H 3.975 0.060 -0.527
H 2.679 1.262 -0.412
H -2.377 2.122 -0.374
H -0.820 1.395 -0.796
H -2.367 0.506 -1.033
H -2.564 0.331 1.510
H -0.933 1.146 1.519
H 0.071 -0.279 -0.082
*
```

## Properties
Frontier orbital gap (alpha / beta)   6.9224 / 6.9245 eV


3) Entry from the Open Molecules 2025 dataset: 2 unconnected molecules or ions with the total composition C6H12NS (wB97M-V/def2-TZVPD).

```
! RIJCOSX wB97M-V def2-TZVPD def2/J DEFGRID3
* xyz 1 1
C -5.113 -0.689 -0.252
C -1.259 1.247 0.876
C -4.095 0.088 -0.549
C 3.268 -0.530 -1.063
C 3.189 0.378 0.059
C 2.384 -0.169 1.145
N -0.380 0.486 0.790
S 0.741 -0.514 0.269
H -5.151 -1.185 0.671
H -6.076 -0.776 -0.906
H -2.079 2.042 0.805
H -3.972 0.813 -1.449
H -3.143 0.035 0.069
H 3.812 -0.219 -2.014
H 3.554 -1.556 -0.740
H 2.204 -0.654 -1.506
H 2.861 1.391 -0.156
H 4.227 0.496 0.354
H 2.633 -1.077 1.531
H 2.394 0.392 2.066
*
```

## Properties
Frontier orbital gap   8.5162 eV


Pick 2): it beats the second-best structure by 15.3 kcal/mol.


1) Entry from the Open Molecules 2025 dataset: 2 unconnected molecules or ions with the total composition CH3NO2S (wB97M-V/def2-TZVPD).

```
! RIJCOSX wB97M-V def2-TZVPD def2/J DEFGRID3
* xyz 0 3
C 2.278 -0.710 -0.625
N -1.725 0.139 -0.041
O -2.848 0.056 -0.492
O -1.012 1.214 -0.374
S 2.338 0.508 0.404
H 3.233 -1.353 -0.709
H 1.438 -1.017 -1.188
H -0.245 1.156 0.150
*
```

## Properties
Frontier orbital gap (alpha / beta)   7.7517 / 7.5423 eV


2) Entry from the Open Molecules 2025 dataset: CH3NO2S in the gas phase (wB97M-V/def2-TZVPD).

```
! RIJCOSX wB97M-V def2-TZVPD def2/J DEFGRID3
* xyz 0 3
C -0.284 -0.125 0.579
N -0.166 0.855 -0.530
O 0.002 0.403 -1.615
O -0.405 2.028 -0.308
S 1.228 -1.221 0.535
H -0.091 0.431 1.579
H -1.345 -0.430 0.457
H 1.062 -1.942 -0.698
*
```

## Properties
Frontier orbital gap (alpha / beta)   8.3257 / 6.5445 eV


Pick 1): it beats the second-best structure by 27.7 kcal/mol.